Here is 5 unconnected molecules or ions with the total composition C3H18NO4 from the Open Molecules 2025 dataset. Energies are from wB97M-V/def2-TZVPD.

Element x y z (Å)
C 0.7772 1.7584 -0.9634
C -0.1226 1.4246 0.2305
C -1.5695 1.7577 -0.0996
N -0.0625 -0.0682 0.5229
H 1.6862 2.2915 -0.6912
H 1.0335 0.8773 -1.5448
H 0.3063 2.5648 -1.5219
H 0.2173 1.8978 1.1482
H -1.9314 1.4833 -1.0937
H -1.6173 2.8350 -0.0446
H -2.3746 1.2962 0.4697
H -0.8306 -0.2772 1.1908
H -0.2530 -0.6527 -0.2991
H 0.8209 -0.3607 0.9439
H 1.7852 -2.3688 -1.3777
H 1.5516 -2.1864 -2.7793
O 1.1433 -2.6635 -2.0404
H 2.4474 -0.3167 2.8201
H 3.0666 -1.3951 1.8572
O 2.5338 -0.5960 1.9036
H -1.7891 -0.1647 -2.5398
H -0.8937 -1.3407 -2.5964
O -0.8751 -0.4072 -2.3440
H -1.7153 -0.6480 3.5284
H -2.8334 -0.0983 2.5762
O -1.9039 -0.3366 2.6306

Results
orbital gap	12.131	eV
charge	+1
LUMO level	-2.87	eV
relative energy (zero: lowest compared OMol25 entry of this formula, charge and spin)	18.3	kcal/mol
molar mass	132.2	g mol⁻¹